Entry 1:
Density functional theory data (ωB97M-V/def2-TZVPD) for a single C4H7N3S molecule in a non-equilibrium geometry.

Computed properties:
ΔE to the lowest compared entry with this formula, charge and spin = 104.77 kcal/mol
E = -19563.235 eV
Kohn-Sham gap = 7.374 eV
Structure (SMILES) = C/C(C=S)=N/N=C\N
Net charge = 0

Cartesian coordinates (Å):
C -1.247 1.790 0.087
C -1.124 0.219 0.059
C -2.180 -0.843 0.112
S -3.765 -0.990 -0.095
N 0.144 -0.031 -0.222
N 0.607 -1.317 0.004
C 1.903 -1.302 0.133
N 2.710 -0.344 -0.210
H -1.745 2.405 0.903
H -0.067 2.110 -0.082
H -1.707 2.306 -0.853
H -1.679 -1.878 -0.114
H 2.237 -2.441 0.302
H 3.699 -0.282 0.173
H 2.213 0.598 -0.197

Entry 2:
Density functional theory data (ωB97M-V/def2-TZVPD) for a molecular structure, C52H98N12O6Rb in a non-equilibrium geometry.

Computed properties:
ΔE to the lowest compared entry with this formula, charge and spin = 0.00 kcal/mol
E = -86260.605 eV
Kohn-Sham gap = 6.482 eV
Net charge = +7

Cartesian coordinates (Å):
Rb 0.555 1.979 3.589
C 1.416 -0.578 -0.297
C 0.445 -1.181 -1.101
C -0.860 -0.505 -1.430
O -1.595 -0.915 -2.342
C -1.163 0.664 -0.692
C -0.274 1.240 0.223
C 1.196 0.645 0.378
O 2.067 1.323 0.952
O -0.573 2.246 0.907
O 0.682 -2.319 -1.605
H 2.409 -1.009 -0.303
H -2.140 1.086 -0.880
C 5.367 -2.277 -2.420
C 5.442 -2.624 -3.909
N 4.178 -2.369 -4.593
C 3.963 -2.402 -5.950
C 2.687 -2.068 -6.208
N 2.072 -1.843 -4.991
C 2.988 -2.059 -4.037
C 0.751 -1.261 -4.793
H 5.119 -1.242 -2.206
H 6.337 -2.548 -2.007
H 4.621 -2.949 -1.988
H 5.939 -3.538 -4.232
H 6.111 -1.892 -4.384
H 4.774 -2.487 -6.658
H 2.163 -1.802 -7.112
H 2.796 -1.788 -3.011
H 0.069 -2.043 -4.474
H 0.403 -0.782 -5.704
H 0.796 -0.494 -4.024
C -2.527 4.163 -2.979
C -3.159 4.058 -1.590
N -3.079 5.331 -0.887
C -1.988 5.820 -0.200
C -2.316 7.040 0.273
N -3.646 7.266 -0.024
C -4.098 6.190 -0.658
C -4.367 8.511 0.093
H -2.800 3.277 -3.553
H -1.453 4.350 -2.980
H -2.942 4.982 -3.573
H -2.600 3.308 -1.031
H -4.192 3.728 -1.654
H -1.017 5.383 -0.049
H -1.812 7.771 0.883
H -5.075 6.104 -1.106
H -4.354 8.865 1.122
H -5.411 8.426 -0.206
H -3.976 9.274 -0.580
C 0.366 -6.117 -2.759
C -0.196 -5.670 -4.096
N -1.618 -5.383 -4.068
C -2.164 -4.206 -3.584
C -3.461 -4.223 -3.983
N -3.708 -5.364 -4.715
C -2.562 -6.075 -4.696
C -4.904 -5.836 -5.415
H 0.014 -7.117 -2.490
H 0.012 -5.463 -1.957
H 1.449 -6.189 -2.704
H 0.032 -6.366 -4.902
H 0.264 -4.732 -4.420
H -1.548 -3.433 -3.140
H -4.188 -3.426 -3.968
H -2.424 -7.013 -5.213
H -5.785 -5.569 -4.830
H -4.849 -6.920 -5.417
H -5.062 -5.379 -6.389
C 5.272 0.330 3.973
C 4.637 -0.761 4.836
N 4.257 -1.909 4.003
C 4.810 -3.162 3.999
C 4.149 -3.880 3.032
N 3.144 -3.078 2.545
C 3.211 -1.895 3.179
C 2.146 -3.474 1.579
H 6.053 -0.107 3.348
H 5.793 1.068 4.583
H 4.565 0.825 3.303
H 3.713 -0.505 5.354
H 5.374 -0.988 5.603
H 5.656 -3.413 4.618
H 4.434 -4.793 2.537
H 2.537 -1.046 3.081
H 2.618 -3.563 0.602
H 1.417 -2.678 1.430
H 1.581 -4.336 1.926
C 4.992 2.620 -4.222
C 3.531 2.286 -4.167
O 3.043 1.232 -4.376
N 2.579 3.371 -3.671
H 3.096 4.219 -3.417
H 2.107 3.707 -4.524
C 1.718 2.855 -2.543
H 5.585 1.716 -4.138
H 5.248 3.336 -3.435
H 5.250 3.175 -5.130
H 1.242 1.935 -2.864
H 0.897 3.563 -2.432
H 2.331 2.841 -1.648
C -2.863 -4.576 -0.175
C -3.053 -4.880 1.292
O -2.596 -4.244 2.177
N -4.070 -5.978 1.572
H -5.034 -5.647 1.442
H -4.007 -6.660 0.808
C -3.927 -6.664 2.937
H -2.675 -5.490 -0.742
H -1.962 -3.965 -0.225
H -3.743 -4.052 -0.551
H -4.906 -7.096 3.125
H -3.706 -5.914 3.688
H -3.114 -7.371 2.806
C 4.276 8.237 4.045
C 4.159 7.398 2.776
C 4.365 5.941 3.051
N 4.347 5.097 1.764
C 3.094 5.385 0.984
C 4.363 3.616 2.163
C 5.117 2.937 1.075
C 6.287 3.907 0.862
C 5.583 5.279 0.899
H 3.941 9.256 3.887
H 5.258 8.081 4.499
H 3.669 7.840 4.870
H 4.875 7.771 2.036
H 3.161 7.615 2.385
H 3.520 5.670 3.691
H 5.283 5.748 3.607
H 2.933 4.559 0.297
H 3.183 6.367 0.528
H 2.298 5.458 1.723
H 3.317 3.291 2.287
H 4.818 3.579 3.152
H 4.607 2.823 0.117
H 5.458 1.939 1.348
H 6.682 3.668 -0.125
H 7.090 3.827 1.590
H 5.220 5.637 -0.062
H 6.248 6.044 1.293
C -3.675 -0.694 1.298
C -5.009 -0.911 2.069
C -5.049 -2.277 2.754
N -6.113 -2.426 3.810
C -5.936 -3.776 4.457
C -7.525 -2.327 3.283
C -8.301 -1.542 4.348
C -7.256 -0.531 4.802
C -5.983 -1.386 4.929
H -2.761 -0.770 1.908
H -3.629 0.284 0.826
H -3.538 -1.399 0.474
H -5.801 -0.902 1.318
H -5.239 -0.090 2.746
H -4.119 -2.501 3.278
H -5.175 -3.044 1.986
H -6.732 -3.825 5.198
H -4.982 -3.846 4.973
H -6.087 -4.527 3.686
H -7.951 -3.289 3.001
H -7.508 -1.742 2.363
H -8.669 -2.248 5.097
H -9.219 -1.237 3.843
H -7.599 -0.047 5.713
H -7.174 0.199 3.996
H -5.958 -1.864 5.906
H -5.088 -0.780 4.824

Entry 3:
Density functional theory data (ωB97M-V/def2-TZVPD) for 10 unconnected molecules or ions with the total composition C5H29NO11 in a non-equilibrium geometry.

Computed properties:
ΔE to the lowest compared entry with this formula, charge and spin = 159.21 kcal/mol
E = -29664.426 eV
Kohn-Sham gap = 9.257 eV
Structure (SMILES) = C[C@H](O)CCNC=O.O.O.O.O.O.O.O.O.O
Net charge = 0

Cartesian coordinates (Å):
C -0.336 -3.517 -0.966
C -0.908 -2.369 -0.024
O -1.433 -1.338 -0.956
C 0.088 -1.696 0.792
C -0.424 -1.285 2.273
N -0.070 0.044 2.555
C -0.057 0.596 3.793
O 0.142 1.783 3.898
H 0.706 -3.659 -1.506
H -1.135 -3.830 -1.601
H -0.366 -4.382 -0.239
H -1.659 -2.783 0.423
H -1.085 -1.287 -1.790
H 0.973 -2.291 0.961
H 0.331 -0.686 0.428
H -0.071 -2.068 2.972
H -1.528 -1.322 2.283
H -0.173 0.510 1.673
H -0.181 0.012 4.732
O -3.983 -1.340 -0.100
H -3.883 -1.734 -1.038
H -3.734 -0.434 -0.183
O -0.539 1.097 -0.192
H -1.351 0.813 0.413
H -0.284 0.309 -0.753
O 1.055 3.750 0.603
H 0.484 3.455 1.297
H 0.778 3.277 -0.217
O 0.455 3.447 -3.030
H 0.627 2.648 -3.564
H 0.978 3.274 -2.258
O 2.698 -0.478 -2.855
H 2.443 -0.077 -3.785
H 1.738 -0.729 -2.632
O -1.775 2.926 2.317
H -1.173 2.748 3.018
H -1.999 2.194 1.722
O 3.270 0.894 2.576
H 3.012 1.809 2.769
H 3.867 1.199 1.884
O 2.088 1.950 -1.839
H 2.096 0.976 -2.172
H 2.735 1.947 -1.059
O -0.417 -1.278 -3.405
H -1.085 -1.022 -4.108
H -0.915 -2.057 -3.110

Entry 4:
Density functional theory data (ωB97M-V/def2-TZVPD) for a single C5H9BO2S molecule in a non-equilibrium geometry.

Computed properties:
ΔE to the lowest compared entry with this formula, charge and spin = 14.33 kcal/mol
E = -20938.055 eV
Kohn-Sham gap = 7.149 eV
Structure (SMILES) = C[C@@H]1C=CS[C@H]1B(O)O
Net charge = 0

Cartesian coordinates (Å):
C -2.068 -0.058 -1.055
C -0.523 -0.011 -0.659
C -0.049 -1.413 -0.853
C 0.232 -2.107 0.241
S 0.051 -1.226 1.698
C -0.234 0.213 0.786
B 1.398 1.227 0.883
O 1.188 2.496 0.433
O 2.456 0.602 1.337
H -2.488 -0.870 -0.500
H -2.156 -0.520 -2.126
H -2.627 0.814 -0.938
H -0.091 0.637 -1.306
H 0.048 -1.849 -1.836
H 0.631 -3.041 0.254
H -0.883 0.937 1.466
H 1.755 3.223 0.621
H 3.360 0.945 1.553

Entry 5:
Density functional theory data (ωB97M-V/def2-TZVPD) for a molecular structure, C15H31ClO4P2Ru in a non-equilibrium geometry.

Computed properties:
ΔE to the lowest compared entry with this formula, charge and spin = 86.81 kcal/mol
E = -57900.119 eV
Kohn-Sham gap (spin up / spin down) = 6.014 / 2.670 eV
Spin multiplicity = 5
Expectation value of S² = 6.0373
Net charge = +2

Cartesian coordinates (Å):
P 0.670 0.420 -1.751
P -0.683 -2.925 0.054
C 1.172 -1.321 -1.511
C -0.047 -2.221 -1.539
H 1.782 -1.419 -0.599
H 1.828 -1.610 -2.358
H -0.850 -1.676 -2.038
H 0.075 -3.096 -2.189
C 0.781 -2.809 1.194
H 0.438 -3.177 2.174
H 1.237 -1.817 1.365
H 1.566 -3.488 0.818
C -0.748 -4.755 -0.048
H 0.176 -5.168 -0.485
H -1.604 -5.053 -0.674
H -0.903 -5.180 0.957
C 1.951 1.652 -2.456
H 1.406 2.571 -2.733
H 2.388 1.269 -3.375
H 2.768 1.983 -1.810
C -0.113 0.474 -3.427
H -0.861 -0.293 -3.642
H 0.659 0.399 -4.212
H -0.594 1.454 -3.558
Ru -1.989 -2.310 1.564
C 2.012 1.144 0.744
C 2.579 2.346 0.579
C 1.951 3.677 0.934
C 0.481 3.888 0.513
C 0.097 3.314 -0.769
C -0.330 1.988 -0.982
C -0.621 1.210 0.368
C 0.589 0.956 1.272
C -3.799 -0.084 2.432
H 2.576 0.178 0.622
H 3.568 2.394 0.097
H 2.580 4.460 0.476
H 1.997 3.915 2.031
H -0.138 3.578 1.356
H 0.342 4.965 0.380
H 0.040 4.001 -1.603
H -1.208 1.930 -1.631
H -1.151 0.264 0.131
H -1.361 1.810 0.942
H 0.389 1.529 2.197
H 0.556 -0.096 1.618
H -4.585 0.332 1.792
H -3.483 0.664 3.156
H -4.177 -0.971 2.937
O -3.021 -3.737 2.068
Cl -0.758 -0.948 4.291
O -0.792 -2.076 3.020
O -2.116 -2.065 -0.332
O -2.723 -0.471 1.638

Entry 6:
Density functional theory data (ωB97M-V/def2-TZVPD) for a single CH5NO3P2 molecule in a non-equilibrium geometry.

Computed properties:
ΔE to the lowest compared entry with this formula, charge and spin = 28.24 kcal/mol
E = -27329.040 eV
Kohn-Sham gap = 8.353 eV
Structure (SMILES) = NCP(O)OP=O
Net charge = 0

Cartesian coordinates (Å):
N -1.165 0.518 0.459
C -0.553 -0.556 1.203
P 1.249 -0.774 0.476
O 1.421 0.801 0.105
O 0.888 -1.023 -1.062
P 0.570 0.169 -2.216
O -0.511 -0.325 -3.070
H -1.324 0.357 -0.625
H -0.656 1.407 0.572
H -0.609 -0.463 2.256
H -0.979 -1.554 1.096
H 1.667 1.444 0.808

Entry 7:
Density functional theory data (ωB97M-V/def2-TZVPD) for a molecular structure, CH10NO2 in a non-equilibrium geometry.

Computed properties:
ΔE to the lowest compared entry with this formula, charge and spin = 213.08 kcal/mol
E = -6769.400 eV
Kohn-Sham gap = 4.751 eV
Net charge = +1

Cartesian coordinates (Å):
C 0.083 1.005 -2.182
N -0.436 -2.053 0.730
H -0.912 1.272 -1.824
H 0.067 0.367 -3.055
H 0.664 0.639 -1.326
H 0.556 1.960 -2.425
H 0.507 -1.686 0.779
H -1.215 -1.410 0.807
H 0.212 0.344 1.523
H -1.183 0.925 2.529
O -0.856 0.363 1.802
H -0.604 -3.052 0.802
H 1.977 0.867 1.069
O 1.141 0.458 0.772

Entry 8:
Density functional theory data (ωB97M-V/def2-TZVPD) for a molecular structure, C17H17Br2F3NO4 in a non-equilibrium geometry.

Computed properties:
ΔE to the lowest compared entry with this formula, charge and spin = 147.68 kcal/mol
E = -175816.928 eV
Kohn-Sham gap = 4.504 eV
Net charge = -1

Cartesian coordinates (Å):
O -0.890 4.232 1.770
C -1.451 3.646 0.813
C -2.849 2.871 0.968
C -2.667 1.319 0.603
C -1.332 0.695 0.082
C -1.185 -0.827 -0.298
C 0.221 -1.315 -0.862
C 1.134 -2.088 0.206
C 1.549 -1.220 1.495
F 1.813 0.154 1.203
Br 0.262 -1.502 2.983
C 2.984 -1.826 2.019
F 4.079 -1.355 1.262
F 2.959 -3.259 1.854
Br 3.296 -1.467 3.968
C -2.450 -1.715 -0.120
C -3.790 -1.143 0.399
C -3.875 0.368 0.745
C -5.379 0.610 1.187
O -5.982 1.693 1.351
N -6.000 -0.745 1.330
C -5.206 -1.812 0.651
O -5.673 -2.930 0.363
H -0.946 3.651 -0.215
H -3.595 3.413 0.279
H -3.231 2.930 2.052
H -0.414 1.348 -0.075
H -0.008 -2.070 -1.706
H 0.731 -0.409 -1.381
H 0.694 -3.115 0.496
H 2.124 -2.339 -0.338
H -2.431 -2.822 -0.395
H -5.977 -0.837 2.363
C 4.347 -0.193 -1.477
C 3.410 0.424 -2.528
C 3.946 1.815 -2.920
O 2.199 0.587 -1.971
H 4.416 0.419 -0.572
H 4.012 -1.193 -1.184
H 5.364 -0.296 -1.881
H 3.513 -0.206 -3.432
H 4.000 2.496 -2.063
H 3.316 2.283 -3.684
H 4.959 1.733 -3.337